C6H14O | ωB97M-V/def2-TZVPD

Properties
- LUMO energy: 0.032 hartree
- Energy relative to the best compared isomer or geometry (same formula, charge and spin): 328.9 kJ/mol
- Structure (SMILES): C=CCCCC.O
- F_max: 6.678 eV/Å
- Orbital gap: 10.33 eV

Last columns: bonded neighbours and bond lengths (Å).
Atoms and positions in Å:
1 H 2.175 -1.993 1.138  C6 1.156
2 H 0.170 0.199 0.652  C12 1.084
3 H 0.057 0.918 -1.858  C18 1.255
4 H 0.782 -1.357 2.174  C6 1.017
5 H 1.488 3.871 0.364  C15 1.110
6 C 1.484 -1.130 1.473  H1 1.156, H4 1.017, H10 1.177, C12 1.592
7 H -6.494 -1.863 0.861  O9 0.930
8 H 0.056 3.155 -0.267  C15 1.108
9 O -6.447 -2.525 1.512  H7 0.930, H17 0.897
10 H 2.281 -0.266 1.538  C6 1.177
11 C 1.689 -0.544 -1.061  C12 1.618, H13 1.115, C18 1.588, H19 1.146
12 C 0.672 -0.645 0.193  H2 1.084, C6 1.592, C11 1.618, H14 1.096
13 H 1.605 -1.359 -1.817  C11 1.115
14 H -0.197 -1.282 -0.010  C12 1.096
15 C 1.156 3.022 -0.270  H5 1.110, H8 1.108, C20 1.321
16 H 1.754 1.057 -2.579  C18 1.046
17 H -5.875 -3.085 1.106  O9 0.897
18 C 1.295 0.874 -1.657  H3 1.255, C11 1.588, H16 1.046, C20 1.486
19 H 2.792 -0.617 -0.760  C11 1.146
20 C 1.759 1.942 -0.735  C15 1.321, C18 1.486, H21 1.026
21 H 2.654 1.703 -0.295  C20 1.026

For each atom in turn, the Mulliken charge in e is: 0.25 0.27 0.24 0.46 0.27 -1.16 0.31 0.21 -0.60 0.22 -0.69 -0.42 0.32 0.43 -0.79 0.33 0.29 -0.45 0.33 -0.20 0.39

C6H14O | ωB97M-V/def2-TZVPD

Properties
- LUMO energy (alpha / beta): 0.038 / 0.034 hartree
- Energy relative to the best compared isomer or geometry (same formula, charge and spin): 435.6 kJ/mol
- F_max: 0.462 eV/Å
- Orbital gap (alpha / beta): 8.31 / 8.02 eV

Last columns: bonded neighbours and bond lengths (Å).
Atoms and positions in Å:
1 O 2.470 0.345 0.751  C8 1.315, C20 1.294
2 H -4.317 -0.005 -0.084  C7 1.095
3 H 0.248 -0.046 1.720  C10 1.098
4 H 0.102 -1.681 1.066  C10 1.102
5 H -0.754 -0.715 -1.105  C19 1.100
6 H -2.293 0.196 1.387  C15 1.100
7 C -3.319 0.130 -0.514  H2 1.095, C15 1.526, H16 1.097, H21 1.097
8 C 3.666 0.681 0.318  O1 1.315, H13 1.087, H18 1.082
9 H 1.881 0.975 -1.548  H12 0.769
10 C 0.285 -0.631 0.791  H3 1.098, H4 1.102, C19 1.535, C20 1.491
11 H 2.034 -1.144 -0.578  C20 1.089
12 H 2.555 1.309 -1.390  H9 0.769
13 H 4.173 0.002 -0.362  C8 1.087
14 H -0.665 0.894 -0.400  C19 1.099
15 C -2.226 -0.351 0.436  H6 1.100, C7 1.526, H17 1.100, C19 1.527
16 H -3.193 1.196 -0.744  C7 1.097
17 H -2.382 -1.413 0.677  C15 1.100
18 H 4.199 1.335 0.996  C8 1.082
19 C -0.830 -0.164 -0.155  H5 1.100, C10 1.535, H14 1.099, C15 1.527
20 C 1.647 -0.490 0.202  O1 1.294, C10 1.491, H11 1.089
21 H -3.281 -0.421 -1.462  C7 1.097

For each atom in turn, the Mulliken charge in e is: -0.24 0.37 0.26 0.29 0.31 0.31 -1.24 -0.55 -0.05 -0.48 0.49 0.10 0.32 0.31 -0.37 0.31 0.31 0.23 -0.57 -0.41 0.31

C6H14O2 | ωB97M-V/def2-TZVPD

Properties
- LUMO energy: 0.020 hartree
- Energy relative to the best compared isomer or geometry (same formula, charge and spin): 273.1 kJ/mol
- Structure (SMILES): C=C/C(C)=C/C.O.O
- F_max: 3.149 eV/Å
- Orbital gap: 9.48 eV

Last columns: bonded neighbours and bond lengths (Å).
Atoms and positions in Å:
1 O -3.923 2.325 -0.629  H5 0.966, H8 0.966
2 H -2.117 4.784 -0.397  O16 0.956
3 H 2.155 -1.117 -2.514  C18 1.087
4 C 1.461 -1.892 0.224  C6 1.331, C9 1.480, C19 1.478
5 H -4.197 3.221 -0.869  O1 0.966
6 C 2.180 -0.924 -0.341  C4 1.331, H15 1.081, C18 1.518
7 H 1.314 -2.666 2.289  C19 1.099
8 H -3.132 2.252 -1.179  O1 0.966
9 C 1.374 -3.202 -0.459  C4 1.480, H10 1.099, H14 1.164, H21 1.084
10 H 1.484 -2.996 -1.532  C9 1.099
11 H 2.696 0.405 -1.762  C18 1.094
12 H -0.211 -1.109 3.291  C13 1.090
13 C -0.036 -1.227 2.222  H12 1.090, C19 1.331, H20 1.079
14 H 0.323 -3.701 -0.481  C9 1.164
15 H 2.511 -0.089 0.261  C6 1.081
16 O -2.976 5.158 -0.211  H2 0.956, H17 0.958
17 H -3.262 5.076 0.701  O16 0.958
18 C 2.763 -0.686 -1.723  H3 1.087, C6 1.518, H11 1.094, H22 1.106
19 C 0.944 -1.887 1.608  C4 1.478, H7 1.099, C13 1.331
20 H -0.570 -0.391 1.799  C13 1.079
21 H 2.206 -3.834 -0.169  C9 1.084
22 H 3.852 -0.856 -1.806  C18 1.106

For each atom in turn, the Mulliken charge in e is: -0.63 0.32 0.37 0.50 0.34 -0.19 0.26 0.30 -1.14 0.32 0.32 0.27 -0.71 0.31 0.37 -0.66 0.33 -1.15 -0.37 0.28 0.28 0.27

C6H14O2 | ωB97M-V/def2-TZVPD

Properties
- LUMO energy: 0.023 hartree
- Energy relative to the best compared isomer or geometry (same formula, charge and spin): 232.0 kJ/mol
- Structure (SMILES): C/C=C/C=C/C.O.O
- F_max: 2.567 eV/Å
- Orbital gap: 8.98 eV

Last columns: bonded neighbours and bond lengths (Å).
Atoms and positions in Å:
1 H 2.579 -2.079 -1.487  C14 1.091
2 H 0.567 2.120 -1.866  O17 0.953
3 H 1.358 -2.375 -2.672  C14 1.083
4 H -3.248 0.823 1.442  C13 1.100
5 C -0.570 -0.322 0.867  C10 1.330, C18 1.489, H22 1.077
6 H -0.041 2.875 -0.589  O17 0.951
7 H 1.566 -0.352 0.528  C18 1.080
8 H -2.129 -1.090 -0.272  C10 1.091
9 H -2.457 -0.175 2.568  C13 1.093
10 C -1.862 -0.476 0.590  C5 1.330, H8 1.091, C13 1.509
11 C 0.518 -1.345 -1.079  C14 1.517, C18 1.341, H20 1.084
12 O 2.288 1.859 1.516  H19 0.982, H21 0.958
13 C -2.956 -0.225 1.598  H4 1.100, H9 1.093, C10 1.509, H16 1.090
14 C 1.712 -1.628 -1.972  H1 1.091, H3 1.083, C11 1.517, H15 1.097
15 H 2.140 -0.775 -2.513  C14 1.097
16 H -3.784 -0.911 1.419  C13 1.090
17 O 0.702 2.421 -0.971  H2 0.953, H6 0.951
18 C 0.642 -0.693 0.087  C5 1.489, H7 1.080, C11 1.341
19 H 1.956 2.777 1.415  O12 0.982
20 H -0.388 -1.837 -1.416  C11 1.084
21 H 1.701 1.326 0.980  O12 0.958
22 H -0.293 0.080 1.827  C5 1.077

For each atom in turn, the Mulliken charge in e is: 0.33 0.28 0.35 0.26 -0.09 0.31 0.55 0.22 0.33 -0.01 -0.27 -0.65 -1.12 -1.18 0.24 0.34 -0.58 -0.43 0.30 0.26 0.24 0.31